This record from OMol25 describes C41H48MnN5OPS3 as an isolated structure. The level of theory is wB97M-V/def2-TZVPD.

Geometry as ORCA input:
```
! wB97M-V def2-TZVPD RIJCOSX def2/J DEFGRID3
* xyz 1 5
S 3.1549 0.4555 -0.3692
H -0.5686 0.0314 3.6410
H 2.1765 3.4028 -0.0023
C 3.0282 1.1905 -3.7355
C 2.1986 -2.7850 1.4569
C 1.9070 0.6706 -3.1129
C -2.3776 2.6519 -3.1137
C 1.1804 -3.9756 -0.4328
H -0.9374 -3.4116 -1.8714
O 1.0904 0.0720 1.7461
C -2.7154 -0.5621 -3.5234
H -2.8093 -3.1269 1.4270
C -4.0979 3.7040 -1.8045
C 1.2700 -3.2046 2.5819
H 2.7507 2.8867 6.3200
C -1.9432 1.9474 -1.9879
H -3.7721 4.0737 -3.8954
H 3.8803 0.5535 -3.9349
H 1.9438 3.4609 3.8829
C 3.0634 2.5328 -4.0878
H 4.4875 2.2820 2.4157
H 0.3254 5.2693 -0.1871
C 5.2958 1.5316 0.4917
H -3.3712 -0.4627 0.0345
H 0.4176 -2.0208 4.5847
C 2.8816 0.8278 5.7020
H -1.6466 4.8222 1.4774
C 4.8131 0.8347 -0.5703
H -0.6885 -2.9309 2.0849
H 6.3171 1.8731 0.5699
H -2.9663 -1.7832 3.3045
C -1.2943 -3.6809 -0.8761
H -1.4041 -0.5449 5.0747
C 1.7862 1.2652 1.9366
C -2.9154 -2.4874 0.5431
C -0.2248 -4.5149 -0.1918
H -4.3205 -1.5765 -4.5161
N 1.4536 -2.6708 0.1979
H 0.5556 -1.3765 -3.8136
C 0.7908 1.4705 -2.8597
H 3.0337 -3.4906 1.3777
H 1.9104 -0.3607 -2.7846
H 1.9203 -4.7073 -0.0907
C -1.0473 -2.3724 -4.7943
Mn -0.0941 -0.9461 0.8107
H -1.9074 2.4873 -4.0761
H 3.9400 2.9448 -4.5698
N 0.0289 -2.3963 2.5674
H -1.0775 -2.9027 4.3020
C -3.4424 3.5316 -3.0192
N -2.2594 -0.5156 1.8060
C 3.0973 1.2173 1.1675
H -4.1917 3.1293 0.2583
C -0.5156 -1.4089 -3.9523
C -2.4191 -2.4398 -4.9991
H 0.0214 3.4784 -2.9662
P -0.6426 0.6867 -2.0711
C -0.7657 4.2178 1.3394
C 0.2659 4.4237 0.4819
N -0.3614 -0.0753 -0.7590
H 2.0124 4.4001 -4.0520
H -2.2393 1.5904 0.0794
C -2.5078 -0.7924 3.2346
H 1.0374 -4.2728 2.5468
H 3.2120 0.3176 6.5917
S -0.5347 2.8003 2.2768
H -2.8344 -3.1895 -5.6593
N -1.6415 -2.4256 -0.1792
C -3.3005 -1.0743 0.9380
H -2.2021 -4.2750 -1.0189
H -3.2372 -0.0832 3.6379
C -3.2506 -1.5359 -4.3586
H -4.2827 -1.0651 1.4217
C 2.1065 1.3668 3.4177
C 4.3061 1.7510 1.4920
C 2.1847 2.4622 4.2189
C -1.3391 -0.4815 -3.3078
H -4.9334 4.3877 -1.7344
H -2.2181 0.4922 1.6912
H -0.2639 -5.5252 -0.6061
C 0.8475 2.8207 -3.1964
S 2.5718 -0.0549 4.2670
C 2.6314 2.1530 5.5369
H -1.7374 -1.7059 -0.8927
H -0.4369 -4.6239 0.8760
H 1.7894 -3.0225 3.5219
H 1.3179 -3.8685 -1.5115
H -3.3851 0.1340 -3.0356
C -1.2104 -0.7673 4.0243
C 1.2679 3.4135 0.5826
H 2.6011 -1.7995 1.6875
H -0.3889 -3.0692 -5.2972
C -0.4540 -2.0794 3.9351
H 5.3365 0.5237 -1.4596
H -3.7042 -2.9288 -0.0760
C 0.9678 2.4583 1.5012
C -2.6027 2.1290 -0.7837
C 1.9794 3.3479 -3.8031
H 2.0078 -2.1018 -0.4348
C -3.6820 2.9980 -0.6880
*
```



This record from OMol25 describes a 5-piece molecular cluster, C16H22Cl6N2 overall at a distorted geometry. The level of theory is wB97M-V/def2-TZVPD.

Geometry as ORCA input:
```
! wB97M-V def2-TZVPD RIJCOSX def2/J DEFGRID3
* xyz 1 2
H -3.3716 1.0097 1.6661
C 3.7339 1.9255 3.1246
H -3.5109 1.0862 3.5120
H 2.8466 -2.4926 -3.5908
Cl 3.0850 -5.3409 -6.0867
C -2.2186 -0.6062 2.8424
H 0.1818 0.3579 -0.9789
C -3.4075 0.4751 2.6154
C 2.3425 0.6696 5.0972
H -4.2274 3.7691 -2.1901
H 0.1049 0.7958 0.7484
C -4.2698 2.7086 -2.3902
C -4.2901 0.0567 -2.8803
C -3.1533 1.9467 -2.0652
H 2.5055 -0.1564 0.8823
N -5.4495 0.7520 -3.1872
H -2.3079 2.3013 -1.4942
H -4.2704 -1.0150 -3.0129
H 1.3601 -1.2636 0.3780
H -6.2299 2.7521 -3.1958
C 3.7117 0.5300 5.1291
N 1.6532 1.3469 4.1677
C 0.7559 0.7096 -0.1216
Cl 2.9032 -0.6727 -1.3234
C 3.0374 -3.1705 -4.4227
C -3.1683 0.6325 -2.3566
H 4.2173 2.3814 2.2732
C 2.2210 -4.4282 -4.7089
H 5.4813 0.9499 3.8302
H -1.3462 0.0108 3.0574
H 1.2335 -4.1374 -5.0670
C 2.3238 2.0653 3.2460
C -5.3764 2.1214 -2.9955
Cl -1.8672 -1.5655 1.3195
C 1.8206 -0.3309 0.0524
C 4.4360 1.1111 4.0490
H 1.7077 0.2907 5.8846
H 4.0581 -3.3984 -4.1156
Cl 2.9835 -2.0771 -5.7942
H 1.7532 2.5797 2.4870
Cl 1.4341 2.2338 -0.3751
H -2.4256 -1.2548 3.6936
Cl -4.9480 -0.3880 2.6346
H 4.1668 -0.0946 5.8835
H 2.0535 -5.2140 -3.9723
H -2.2735 0.0374 -2.2489
*
```



This record from OMol25 describes a 9-piece molecular cluster, C6H30NO9 overall at a distorted geometry. The level of theory is wB97M-V/def2-TZVPD.

Geometry as ORCA input:
```
! wB97M-V def2-TZVPD RIJCOSX def2/J DEFGRID3
* xyz -1 1
H -1.1013 -1.3786 2.6342
O 2.9683 0.1470 -3.2406
H 3.0425 0.5583 -2.3644
C -1.0520 -2.1361 1.8210
H 3.0416 -2.8313 -1.0450
H 2.5324 1.4305 2.8601
O -2.0375 -0.4293 -3.7376
H -1.8542 -2.8108 2.1457
H 2.6809 2.5527 -0.3987
O 3.2233 1.7909 -0.6826
H 2.7970 0.9938 -0.3667
O 2.6393 -1.9850 -1.2484
C -0.4334 1.8208 -0.8917
O 1.8881 0.8768 2.3976
H -1.3797 -3.2517 -0.4230
H 0.5190 1.3517 -1.1456
H -0.8159 2.2960 -1.7806
H 0.5857 0.7129 3.0668
O 1.2171 2.6611 0.7996
H -0.0981 -2.6028 1.7051
O -0.2905 0.9618 3.6062
H 2.5809 -1.5218 -0.3782
O -4.6523 0.3338 -0.4735
H -3.0597 -2.9448 0.1197
H 1.0952 1.9163 1.4801
H -1.9302 -1.0574 -3.0066
C -0.7440 -0.4386 0.0850
H -0.2664 -0.8485 -0.8222
C -1.5019 0.8311 -0.3528
H -2.4275 -1.9023 -1.1071
H -2.0437 0.5005 -1.2660
O 2.8943 -1.2083 1.3300
H 0.3896 3.8559 -0.4976
C -2.1288 -2.4757 -0.2286
H -1.0026 0.7764 2.9790
H 0.0734 -0.1303 0.7360
H -2.1667 1.2259 0.4347
H -4.1687 0.8306 -1.1441
N -1.6968 -1.3906 0.6640
H -0.7410 3.2629 0.8184
H -1.1752 -0.0139 -3.5724
H 2.5549 -0.3129 1.7342
C 0.0330 2.9845 0.0756
H -4.1259 -0.4748 -0.3773
H 3.2972 -1.7578 2.0087
H 2.8401 -0.7690 -2.9506
*
```



This record from OMol25 describes a 2-piece molecular cluster, C2H7N2 overall at a distorted geometry. The level of theory is wB97M-V/def2-TZVPD.

Geometry as ORCA input:
```
! wB97M-V def2-TZVPD RIJCOSX def2/J DEFGRID3
* xyz 1 1
H 1.1243 -1.3498 -1.7487
H -2.2297 -0.0818 0.9766
H -0.4639 3.4099 0.0252
N 0.9865 -1.8711 -0.8853
H 0.3328 -2.5828 -0.6892
N -0.8473 1.5618 0.7217
H -0.3146 3.1878 1.8284
C -1.2118 0.3893 0.7513
H -0.6070 -0.5708 0.5010
C -0.5547 2.7550 0.8042
H 1.8734 -1.9541 -0.4433
*
```



This record from OMol25 describes one molecule with the formula C4H8O2. The level of theory is wB97M-V/def2-TZVPD.

Geometry as ORCA input:
```
! wB97M-V def2-TZVPD RIJCOSX def2/J DEFGRID3
* xyz 0 1
H -0.8665 -1.8732 0.8028
C 1.1801 -0.1943 -0.1116
H 2.8739 0.7528 -0.1959
C -0.8404 1.3285 -0.5432
H -2.2009 -0.8608 0.2089
C -1.1518 -1.1230 0.0576
C -0.2778 0.1234 0.2063
H -0.3114 0.4386 1.2574
H -1.0478 -1.5823 -0.9342
O -2.0159 1.6197 -0.5302
O 1.9794 0.9524 0.1082
H 1.5173 -1.0325 0.5230
H 1.2488 -0.5383 -1.1539
H -0.0944 1.9701 -1.0582
*
```

Its SMILES is C[C@H](C=O)CO.



This record from OMol25 describes one molecule with the formula C3H3ClN2S at a distorted geometry. The level of theory is wB97M-V/def2-TZVPD.

Geometry as ORCA input:
```
! wB97M-V def2-TZVPD RIJCOSX def2/J DEFGRID3
* xyz 0 1
H -1.0968 1.9932 -0.4455
C -0.2776 0.3340 -0.2113
S 0.9771 1.0866 0.6352
C 1.6368 -0.4879 0.8628
H 2.5510 -0.3884 1.4784
C -0.1360 -1.0655 -0.2837
H -2.1616 0.9473 -0.5381
N 0.9479 -1.4531 0.4009
N -1.2378 1.1267 -0.8064
Cl -1.2030 -2.0929 -1.0925
*
```

Its SMILES is Nc1scnc1Cl.



This record from OMol25 describes a 3-piece molecular cluster, C33H65F11N9O5P2S2 overall at a distorted geometry. The level of theory is wB97M-V/def2-TZVPD.

Geometry as ORCA input:
```
! wB97M-V def2-TZVPD RIJCOSX def2/J DEFGRID3
* xyz 1 1
S -0.6528 2.1174 2.9564
H 1.2599 3.3421 -8.9380
C -0.9549 -0.5070 0.8284
H -3.3417 -3.6851 5.5123
H 4.1566 3.3378 -1.7056
H 2.3054 4.3654 -7.9870
N -5.3479 -3.2243 5.0422
H -3.8240 -7.0773 6.3756
C 5.6585 0.9966 -1.3290
C 1.7455 3.4364 -7.9666
H 4.8802 -0.9971 -5.7674
O 5.7397 -1.6601 -0.5949
H -1.3550 -0.8791 -0.1231
H -6.4523 -2.2190 7.2640
H -3.6440 -2.0148 5.1805
H 7.8515 -1.4612 1.5150
H -3.8776 -5.4061 6.8507
H -3.3672 -5.8437 5.1952
F -5.1646 1.4313 1.9241
C 3.7328 2.6284 -0.9963
C 0.5011 0.6789 -0.6563
H 3.1812 -0.7559 -6.1995
H 6.0074 1.4250 -7.8478
C -2.1563 1.9697 0.5959
H 6.6189 -0.5809 3.4043
H 2.3570 0.1629 -7.9810
H 0.3242 -0.2655 -1.1722
H 5.1579 -0.3180 2.3112
H 2.3686 -2.6593 0.0141
N -0.1026 0.6680 0.6822
C 1.7666 1.0732 -7.8909
C -2.2360 -0.2989 1.7135
C 0.3961 -2.4247 0.8059
C -5.7045 -7.1000 4.6260
C -7.0304 -5.4434 7.8673
H 0.9720 3.5191 -7.1975
F 2.1980 4.9832 1.2162
H 0.1666 3.2633 -0.4625
H -6.5429 -6.3990 7.7059
H 1.0698 0.9557 -7.0568
C 2.6134 1.8071 -1.6638
N -3.0180 0.9584 1.3257
H 2.0466 -3.6106 1.4546
H -6.7697 -7.2235 4.4547
C -0.2845 -3.3440 -0.1798
H 0.6327 2.4462 3.1589
F -3.9671 0.5280 3.4151
C -3.9299 1.4190 2.4284
H 5.4779 2.4472 0.1908
H 2.3183 -1.8748 1.6005
C -4.0781 -2.8970 5.6580
C 5.2794 3.8380 -7.7435
C -0.6932 1.9165 1.1100
H 5.8149 -0.2623 -7.5446
H -4.1399 -2.6783 6.7331
F -4.4322 4.2907 -1.1184
C 4.8037 1.7731 -0.3387
C 4.5718 4.7491 -5.6632
H -8.0343 -3.0094 7.1599
C -7.0215 -3.0991 7.5599
H -5.3391 -8.0470 5.0302
H -8.0806 -5.5419 7.5795
H -6.7305 -2.3617 3.7056
O 0.0880 4.2612 1.3802
H -7.0785 -3.0665 8.6465
H -2.0597 1.5539 -0.4084
O 3.6637 2.4606 -4.7185
C 1.8669 -2.6408 0.9802
H -6.5955 -1.4937 5.2366
H -0.8566 -4.0924 0.3612
C 4.0706 -0.2677 -5.7758
O -6.9172 -4.8326 4.0208
C 6.3866 -0.7966 -0.0465
O 6.7426 0.3711 -0.6107
S -3.2913 -1.7527 1.4212
C -2.7636 3.3462 0.2577
F -5.0518 3.7879 0.8462
N -0.2029 -1.5350 1.5151
H 1.8542 2.4516 -2.1060
H -1.8266 -0.2550 2.7164
H 2.4808 -0.1868 -0.9147
C 5.2524 0.6617 -7.6800
F -4.6842 2.2006 -0.6769
H 3.8506 -0.0349 -4.7319
H 4.6650 0.5468 -8.6012
H 0.0613 1.4095 -1.3442
H 0.4605 -3.8290 -0.8050
C 6.8861 -1.0010 1.3507
C -4.2834 3.3713 -0.1565
F -2.5825 4.3094 1.1566
N -6.3510 -4.3484 7.1227
H 3.2695 3.2199 -0.2016
H 3.0894 1.2909 -2.4954
F -3.5811 2.5753 2.9337
H 1.1897 1.1477 -8.8111
H 3.7293 4.8731 -4.9881
H 5.1081 0.2809 -1.9320
P -6.3614 -4.5817 5.3947
H -5.3208 -1.3796 4.0148
H 4.4235 1.0867 0.4192
N 2.6346 2.2660 -7.7363
H -2.7174 -2.6447 2.2457
H -3.6572 0.5795 0.6144
H 2.3415 1.0148 0.3610
N 4.4570 0.9396 -6.4986
H 6.2668 3.5196 -7.3874
F -2.1082 3.7433 -0.8616
H -6.9811 -5.2433 8.9376
F 0.5910 6.3485 1.6627
C 0.9069 5.2547 0.9604
H 5.0010 3.2516 -8.6172
C -4.0654 -6.0745 6.0116
H -5.2170 -6.9284 3.6585
C -6.0286 -2.0613 4.4851
C 6.1964 -0.6134 2.4129
H 4.7542 5.7245 -6.1198
H 6.1399 1.7168 -1.9854
C 2.0504 0.7781 -0.6603
H -0.9457 -2.7950 -0.8498
C 0.2178 3.0685 0.6032
F 0.7594 5.5486 -0.3368
N 4.2796 3.7630 -6.6954
P 3.4761 2.3276 -6.2089
H 1.2324 2.7222 0.8039
H 5.4537 4.4778 -5.0697
N -5.4440 -6.0220 5.5717
H 5.3741 4.8682 -8.0990
*
```



This record from OMol25 describes C9H14Br2FNO4Zn as an isolated structure at a distorted geometry. The level of theory is wB97M-V/def2-TZVPD.

Geometry as ORCA input:
```
! wB97M-V def2-TZVPD RIJCOSX def2/J DEFGRID3
* xyz 2 1
C -0.0752 -1.6023 -2.9055
Br -1.0202 -2.6660 1.0861
O 1.9214 -0.8123 -0.7051
C -1.7510 1.0642 2.2232
N 3.1110 -2.1757 0.7261
Zn -2.3853 -0.9921 2.2356
C -0.3101 -1.7425 -0.4316
C -2.4379 1.9138 1.1458
H 1.6962 1.7746 -0.2925
C -0.6435 -2.1961 -1.6628
H 0.1635 2.8855 1.1442
H -2.5617 0.7070 2.9548
Br -1.8224 -3.5859 -1.9135
C -0.2614 2.7178 0.1550
H -0.4446 3.6862 -0.2946
F 0.7866 -0.3375 1.1435
H -0.3614 -2.1837 -3.7698
H 0.7832 2.2526 -1.6949
O 3.7128 0.0022 0.3664
H -0.4033 -0.5752 -3.0080
H -0.9853 1.5643 2.7993
H 4.0626 -2.5198 0.7482
O 0.1297 0.5058 -0.8718
C 3.0251 -0.9332 0.1827
H 1.0098 -1.6057 -2.8539
H -3.2547 1.3773 0.6669
C 0.6952 1.8290 -0.7046
O -1.4422 1.9531 0.1921
H -2.8326 2.8251 1.5909
H -1.2541 0.2849 1.6559
C 0.6555 -0.5566 -0.2263
H 2.4940 -2.8587 0.3185
*
```



Summary of total energy in eV
-125905.359, -95052.506, -26627.286, -5158.268, -8372.069, -29496.644, -129053.638, -210439.142
(order as listed above)